Record 1
The following is a quantum chemistry calculation of a structure of composition C23H40ClPPd in a non-equilibrium geometry, from the Open Molecules 2025 dataset.

Its total charge is +2. As for the total energy: -49770.71228 eV. Its expectation value of S² is 6.027. Its spin multiplicity is 5. The energy above the lowest of the compared OMol25 structures with the same formula, charge and spin is 0.0 kJ/mol. The HOMO-LUMO gap (alpha / beta) is 8.91 / 5.42 eV. For the HOMO energy (alpha / beta), the calculation gives -14.2 / -14.8 eV. For the maximum force, the calculation gives 0.0637 Eh/bohr.

Structure (XYZ):
```
66
Properties=species:S:1:pos:R:3:forces:R:3:lowdin_spin:R:1
C -4.4220 3.5509 -3.1599 -1.0862 0.5009 -0.5298 0.00
C -5.5150 3.6549 -2.0907 0.1629 -0.1254 0.1587 0.00
C -4.0958 4.9479 -3.6993 0.2635 -0.0380 0.0848 0.00
C -4.9021 2.6555 -4.3070 0.1861 -0.1599 0.0646 0.00
Cl -2.8760 2.7906 -2.3926 -0.3968 0.2522 -0.2164 0.01
H -4.9970 5.3847 -4.1464 0.0102 -0.2779 0.1284 0.00
H -3.3491 4.9133 -4.5007 0.0203 0.0088 0.3150 0.00
H -3.7928 5.6350 -2.9011 0.1571 -0.2123 -0.1718 0.00
H -6.4188 4.0902 -2.5338 0.2531 -0.0479 -0.1482 0.00
H -5.2247 4.3259 -1.2745 0.0492 -0.2944 -0.0556 0.00
H -5.8084 2.6696 -1.7109 0.2224 0.2041 0.0724 0.00
H -5.8046 3.0884 -4.7547 0.1456 0.1195 0.2237 0.00
H -5.1875 1.6583 -3.9530 0.2653 0.1316 -0.0893 0.00
H -4.1629 2.5952 -5.1136 -0.0394 -0.1531 0.2597 0.00
C 1.7033 1.8259 1.2520 -1.4006 -0.6477 0.6508 0.26
C 1.8966 2.7761 0.2143 -1.2497 0.4702 -0.2682 0.34
C 0.6084 3.2462 -0.2217 -0.3718 -0.1071 0.8606 0.18
H 2.8423 3.1480 -0.1269 0.2300 0.0785 -0.0874 0.01
C -0.3966 2.6008 0.5884 0.4369 0.5428 -0.3582 0.14
C 0.2893 1.6688 1.4643 0.9884 0.3708 0.1711 0.14
H -0.1846 1.1139 2.2701 0.1874 0.2395 -0.2347 0.00
H 2.4918 1.3880 1.8618 -0.2127 0.0367 -0.3567 0.01
H 0.4185 4.0383 -0.9410 0.0573 -0.2584 0.1524 0.00
H -1.4635 2.8448 0.6114 0.4923 -0.0408 -0.0012 0.01
C 1.1537 -0.6227 -2.1010 0.7910 -0.1148 -0.1895 0.15
C 2.4357 -0.0135 -1.8816 -1.4487 -1.2773 0.1058 0.28
C 2.3469 1.3440 -2.2686 -0.6881 0.6848 -0.5983 0.35
H 3.3386 -0.5135 -1.5563 -0.1657 0.0690 0.1317 0.01
C 1.0387 1.5984 -2.7878 -0.4064 -0.6740 -0.4685 0.18
C 0.3005 0.3483 -2.7664 0.7913 0.7721 0.0123 0.15
H -0.6816 0.1828 -3.1966 0.2212 -0.0702 -0.1378 0.01
H 0.9045 -1.6776 -1.9459 0.1652 0.5278 -0.2335 0.00
H 3.1613 2.0539 -2.2233 -0.0930 -0.0121 -0.0881 0.01
H 0.6688 2.5332 -3.2097 0.1999 -0.3730 0.0939 0.00
Pd 0.0164 0.9616 -0.7582 1.2547 0.1193 0.5710 0.90
C -0.0095 -3.9083 -0.1715 -0.0197 -0.2144 0.4317 0.01
C 0.2657 -3.5886 1.3108 -1.4066 0.4786 -0.4218 0.07
C 1.0667 -4.6915 2.0241 0.1556 0.5232 0.2203 0.03
P 0.8264 -1.8425 1.5073 1.6787 -2.3308 1.5755 0.53
C 0.4355 -1.4123 3.2852 -0.6362 0.8390 -0.4543 0.07
C -0.0700 -2.5294 4.1955 -0.4004 -0.2623 0.1229 0.02
C 1.4214 -0.5424 4.0514 0.1369 0.4151 0.2364 0.00
C 2.6555 -1.9423 1.2101 -0.0303 1.1380 -0.5366 0.06
C 3.5444 -2.2174 2.4254 0.4191 0.1721 0.4337 0.03
C 3.0908 -2.8232 0.0327 -0.2449 -0.1517 -0.2076 0.00
H 0.9017 -4.0633 -0.7524 -0.1490 0.0099 0.0970 0.00
H -0.6016 -3.1109 -0.6180 -0.1075 -0.0944 -0.1905 0.00
H -0.5862 -4.8353 -0.1811 0.0025 0.0921 -0.2829 0.00
H -0.7232 -3.5129 1.8133 0.3604 -0.3445 -0.4162 0.00
H 2.0859 -4.8070 1.6541 -0.1954 0.0137 0.0916 0.00
H 1.0901 -4.5360 3.1036 0.1147 -0.1124 -0.2136 0.00
H 0.5344 -5.6199 1.8393 -0.0717 -0.1566 -0.0476 0.01
H -0.4441 -0.7630 3.0964 0.1021 -0.2819 0.2036 0.01
H 0.7094 -3.2028 4.5844 -0.2043 0.3829 -0.2682 0.00
H -0.5099 -2.0031 5.0567 0.0726 -0.3248 -0.1931 0.00
H -0.8670 -3.1117 3.7178 0.2162 0.0445 0.3785 0.00
H 1.7933 0.2981 3.4517 0.0680 -0.2610 0.2953 0.00
H 0.8558 -0.1197 4.8973 0.3120 -0.0446 -0.2415 0.00
H 2.2580 -1.1171 4.4721 -0.3523 0.2473 -0.2140 0.00
H 2.8087 -0.8884 0.9144 0.5084 -0.2906 -0.0133 0.00
H 3.2448 -3.0554 3.0746 -0.0619 0.3234 -0.3248 0.00
H 4.5411 -2.4669 2.0150 -0.4069 0.1110 0.3200 0.01
H 3.6531 -1.3052 3.0278 0.0786 -0.5196 -0.1195 0.00
H 2.5814 -2.5371 -0.8954 0.1430 -0.3408 0.2085 0.00
H 4.1628 -2.6448 -0.1081 -0.1797 -0.0973 -0.0592 0.00
H 2.9528 -3.9059 0.2263 0.1062 0.7926 -0.2339 0.00
```
Positions in Å, forces in eV/Å.

---

Record 2
The following is a quantum chemistry calculation of a cluster of 4 separate species, C23H40N3O11S in total in a non-equilibrium geometry, from the Open Molecules 2025 dataset.

Its total charge is +1. As for the total energy: -62318.64863 eV. The HOMO-LUMO gap is 7.55 eV. For the HOMO energy, the calculation gives -12.3 eV. For the maximum force, the calculation gives 0.0576 Eh/bohr.

Structure (XYZ):
```
78
Properties=species:S:1:pos:R:3:forces:R:3:lowdin_charge:R:1
C 3.7928 -1.5568 -0.7810 -0.7216 0.6060 -0.2906 0.06
C 2.9562 -0.8974 -1.6205 0.0998 -0.5396 0.8107 -0.13
C 1.5156 -0.5516 -1.1546 0.9899 1.2581 0.6064 -0.08
C 1.2445 0.5617 -0.2300 -2.2025 -0.8191 -0.2371 -0.03
C 2.3435 1.5011 0.3293 0.2800 -0.1080 0.0103 -0.12
C 3.3613 2.0595 -0.7462 0.4822 0.2957 0.7544 -0.26
N 2.7501 2.6358 -1.9460 0.3657 -0.6016 0.2969 0.01
C -0.1680 0.7372 0.1590 -0.6276 -1.2402 -1.9427 0.00
C -0.6428 1.8218 1.1600 0.6136 0.7645 1.2139 -0.41
O 0.0266 1.9860 2.1494 -0.4646 -0.8907 -0.5958 0.11
O -1.7830 2.5742 1.0437 1.7024 -0.9980 -1.5045 -0.03
C -1.9619 3.1506 -0.2752 -2.5113 1.3221 -0.8488 -0.18
C -3.5259 3.4360 -0.4362 -0.1123 -1.5791 -0.0745 -0.21
C -4.0676 2.9695 -1.8542 -0.2209 0.9069 0.5897 -0.12
C -1.2139 -0.1533 -0.4113 2.4055 -0.1252 0.3993 -0.43
S -2.9789 -0.0422 -0.0683 0.0911 -0.3784 -0.3474 0.88
C -0.7867 -1.1932 -1.3109 -0.6644 1.2790 1.2062 -0.03
N 0.5293 -1.3785 -1.6428 -0.4614 1.0908 1.0397 0.00
C 0.8247 -2.5397 -2.5671 -0.4919 -1.2990 -0.6710 -0.18
N 0.8065 -2.1868 -3.9830 -0.5191 0.8186 1.1486 0.06
H 3.5510 -1.5314 0.3063 0.1840 -0.7040 -0.9239 0.09
H 4.7023 -2.0931 -1.1466 -0.6741 1.0039 0.4928 0.10
H 3.3098 -0.6425 -2.6448 -0.7776 -0.5168 0.5829 0.13
H 1.9043 2.3978 0.8457 0.0643 -1.0918 -0.6233 0.11
H 2.8820 0.9424 1.1495 -0.3955 0.5166 -0.8242 0.14
H 4.1436 1.2937 -0.9924 -0.9150 0.7825 -0.0820 0.10
H 3.9276 2.8884 -0.2329 -0.5648 -0.8489 -0.3654 0.13
H 2.5233 1.9403 -2.6521 -0.1872 0.3510 0.2345 0.06
H 1.9703 3.2558 -1.7404 0.1930 -0.2727 -0.1687 0.08
H -1.6904 2.4756 -1.1223 0.2550 0.3696 0.8973 0.11
H -1.4741 4.1611 -0.3451 0.1737 -1.2518 0.1815 0.14
H -3.8035 4.4842 -0.1831 0.3468 -0.7730 -0.3123 0.11
H -4.0257 2.7487 0.3043 0.4444 0.9242 -0.4907 0.10
H -3.4215 3.4082 -2.6529 -0.5466 -0.6067 0.3921 0.08
H -4.1539 1.8546 -1.9079 0.4230 1.0030 -0.0848 0.04
H -5.1068 3.3661 -2.0040 0.9609 -0.2881 0.1029 0.08
H -3.1587 0.0545 1.2903 0.8938 -0.0572 -0.5792 -0.07
H -1.5640 -1.8644 -1.7454 0.9972 0.4559 0.3835 0.14
H 1.7377 -3.0991 -2.2509 -0.5903 1.0028 -0.2640 0.14
H -0.0284 -3.2563 -2.4132 0.8505 0.7342 -0.0251 0.14
H 1.4068 -1.3874 -4.2002 0.1197 -0.4595 0.1021 0.08
H -0.1476 -1.8491 -4.1647 0.4554 -0.2673 -0.3104 0.09
C -3.9805 -3.7192 6.0707 -0.3391 -0.2923 0.1235 -0.03
O -2.7914 -2.9292 6.0033 0.0992 0.2196 -0.2134 0.01
C -2.7649 -2.0626 4.9906 -0.0185 -0.1828 0.2745 -0.61
O -3.6309 -1.9056 4.1662 0.1962 0.0448 0.0014 0.11
O -1.6055 -1.3932 5.0451 -0.1003 -0.0895 -0.0669 0.01
C -1.4500 -0.4284 4.0121 0.1584 0.3221 -0.1299 -0.06
H -3.8862 -4.3815 6.9289 0.2297 0.1560 -0.0141 0.10
H -4.8558 -3.0856 6.2153 0.0594 -0.0116 -0.1568 0.10
H -4.0900 -4.3276 5.1725 -0.0478 0.1604 -0.0139 0.10
H -2.2284 0.3340 4.0767 -0.0263 -0.0961 -0.0921 0.10
H -1.4628 -0.9113 3.0314 -0.1240 0.0048 0.0204 0.08
H -0.4834 0.0534 4.1477 -0.0350 -0.1557 0.1828 0.09
C 1.7728 8.0830 5.0899 -0.0454 0.3763 0.1944 -0.04
O 2.1509 6.9883 4.2537 -0.0423 -0.2377 -0.0587 0.00
C 1.5605 5.8301 4.5662 0.1011 0.1500 -0.0282 -0.61
O 0.7722 5.6551 5.4579 0.0976 -0.0325 -0.1519 0.13
O 2.0003 4.8963 3.7118 0.0483 0.1124 0.0115 0.00
C 1.4476 3.5976 3.9299 0.0090 -0.1314 0.2474 -0.05
H 2.3118 8.9626 4.7430 0.0740 -0.2092 -0.1579 0.09
H 0.7028 8.2770 5.0098 0.0419 -0.1255 0.1135 0.10
H 2.0521 7.8904 6.1260 -0.1507 -0.0695 -0.0503 0.10
H 0.3675 3.6137 3.8043 0.0930 0.0546 0.1656 0.09
H 1.7150 3.2269 4.9209 -0.1172 0.1072 0.0105 0.11
H 1.8722 2.9292 3.1858 0.1356 0.2736 -0.0109 0.07
C 1.2160 -8.7058 -5.6772 0.2020 -0.3662 0.1151 -0.04
O 0.3558 -7.7396 -6.2831 -0.0022 0.2811 0.0244 0.01
C 0.6649 -6.4730 -5.9979 -0.1066 -0.2034 -0.1309 -0.61
O 1.5749 -6.1046 -5.2977 -0.1616 0.0305 -0.0309 0.11
O -0.2132 -5.6803 -6.6243 0.0598 -0.1009 0.0367 0.01
C 0.0021 -4.2884 -6.4063 -0.1017 0.2622 -0.0849 -0.06
H 0.8676 -9.6911 -5.9802 -0.1635 0.1870 -0.1153 0.10
H 2.2420 -8.5784 -6.0233 -0.0487 0.1009 0.1243 0.10
H 1.1654 -8.6383 -4.5900 0.1008 0.1075 -0.0733 0.10
H 0.9800 -3.9858 -6.7825 0.0158 -0.0410 0.2007 0.10
H -0.0941 -4.0458 -5.3498 0.2140 -0.0943 -0.0637 0.06
H -0.7636 -3.7445 -6.9581 -0.0482 -0.2802 -0.0823 0.10
```
Positions in Å, forces in eV/Å.

---

Record 3
The following is a quantum chemistry calculation of a structure of composition C23H41AuGeN2SeSi2Te, from the Open Molecules 2025 dataset.

As for the total energy: -176101.46526 eV. The energy above the lowest of the compared OMol25 structures with the same formula, charge and spin is 25.8 kJ/mol. The HOMO-LUMO gap is 5.34 eV. For the HOMO energy, the calculation gives -6.8 eV. For the maximum force, the calculation gives 0.0118 Eh/bohr.

Structure (XYZ):
```
72
Properties=species:S:1:pos:R:3:forces:R:3:lowdin_charge:R:1
Au -2.3276 -0.2038 -0.3735 -0.0834 0.5151 0.3113 0.35
C -2.8693 -2.6411 1.6964 0.0579 0.0160 0.0105 -0.20
Si -1.2173 -1.9742 2.2401 0.0029 0.1181 -0.0543 0.43
C -1.1413 -2.0423 4.1141 0.0244 -0.0512 -0.0683 -0.19
C 0.1937 -2.9607 1.5218 -0.0759 -0.0181 0.0675 -0.18
N -1.0606 -0.3476 1.5127 -0.1517 -0.2956 -0.0703 -0.05
C -0.5965 0.7698 1.9184 0.0288 0.0810 0.0401 -0.28
C -0.2264 1.0664 3.3043 0.0489 -0.0131 0.0266 -0.02
C 0.1051 2.3087 3.6863 -0.0482 -0.1220 -0.0299 -0.06
C 0.1426 3.4195 2.7515 -0.0085 -0.0076 -0.1241 -0.06
C -0.1158 3.2360 1.4503 0.0087 0.0159 0.0136 -0.03
C -0.4128 1.9031 0.9114 -0.0153 -0.1700 0.1240 -0.33
N -0.4655 1.5967 -0.3148 0.1873 0.1717 -0.2039 -0.01
Si -0.1876 2.5361 -1.7946 -0.0662 -0.0390 0.1015 0.39
C -1.5019 3.8590 -1.9518 0.0508 -0.0248 -0.0373 -0.16
C -0.3161 1.3221 -3.1957 0.0249 0.0623 0.0236 -0.18
C 1.5357 3.2745 -1.7294 -0.0929 0.0211 -0.0483 -0.16
H -3.0302 -3.6335 2.1253 0.0006 -0.0081 0.0238 0.04
H -2.9305 -2.7291 0.6096 -0.0048 -0.0159 -0.0141 0.01
H -3.6906 -1.9956 2.0124 -0.0079 0.0096 0.0186 0.03
H -1.3423 -3.0780 4.4026 -0.0156 0.0083 0.0208 0.04
H -1.8968 -1.4176 4.5928 -0.0201 0.0214 -0.0098 0.04
H -0.1624 -1.7832 4.5187 0.0258 -0.0114 0.0021 0.03
H 0.0510 -4.0161 1.7695 0.0260 -0.0042 -0.0113 0.04
H 1.1587 -2.6428 1.9197 -0.0003 0.0307 0.0094 0.02
H 0.2364 -2.8607 0.4374 -0.0327 0.0063 -0.0221 0.02
H -0.2836 0.2670 4.0276 0.0249 0.0322 -0.0072 0.08
H 0.3335 2.5106 4.7250 0.0025 -0.0307 0.0163 0.11
H 0.3879 4.4023 3.1326 -0.0020 0.0191 -0.0296 0.11
H -0.0809 4.0582 0.7476 -0.0135 0.0196 0.0177 0.10
H -2.4684 3.4132 -2.1964 -0.0055 -0.0252 0.0142 0.00
H -1.2361 4.5411 -2.7636 -0.0297 0.0035 -0.0118 0.04
H -1.6317 4.4527 -1.0463 0.0304 0.0089 0.0283 0.02
H -1.3283 0.9169 -3.2537 -0.0085 -0.0158 0.0024 0.01
H 0.3772 0.4924 -3.0457 0.0151 -0.0098 0.0151 0.02
H -0.0796 1.7962 -4.1508 -0.0049 0.0079 -0.0178 0.03
H 1.6847 3.9563 -0.8909 -0.0175 0.0169 0.0238 0.02
H 1.7098 3.8389 -2.6498 0.0296 -0.0043 0.0098 0.04
H 2.2902 2.4881 -1.6703 -0.0124 -0.0388 0.0022 -0.01
C 4.8982 -1.0689 -3.2306 -0.0095 0.0201 0.0128 -0.22
Ge 5.3954 -0.7034 -1.3759 -0.0105 0.0005 -0.0032 0.74
C 5.6319 1.2248 -1.1328 -0.0023 -0.0257 0.0059 -0.22
C 7.0534 -1.6366 -0.9090 -0.0110 -0.0108 -0.0057 -0.23
C 3.9372 -1.4004 -0.2467 0.0245 -0.0383 -0.0218 -0.61
Se 2.3234 -0.2970 -0.2939 0.0034 -0.0058 0.0002 0.84
C 2.8636 0.8892 1.1478 0.0656 0.0238 0.0056 -0.39
H 5.5755 -0.5671 -3.9218 0.0148 -0.0005 0.0033 0.02
H 3.8867 -0.7109 -3.4260 -0.0070 0.0107 0.0060 0.01
H 4.9308 -2.1391 -3.4366 -0.0059 -0.0104 0.0083 0.02
H 6.2544 1.6187 -1.9370 0.0133 -0.0087 -0.0019 0.02
H 6.1207 1.4539 -0.1854 -0.0105 -0.0048 0.0143 0.02
H 4.6707 1.7380 -1.1684 -0.0089 0.0019 -0.0138 -0.01
H 7.8762 -1.3169 -1.5487 -0.0026 0.0189 -0.0151 0.02
H 6.9350 -2.7144 -1.0241 -0.0073 -0.0065 -0.0005 0.02
H 7.3291 -1.4324 0.1261 -0.0018 0.0035 0.0070 0.02
H 4.2269 -1.5374 0.7958 -0.0075 0.0332 0.0033 0.02
H 3.6419 -2.3817 -0.6221 0.0118 -0.0021 -0.0084 0.01
H 3.8954 1.1993 0.9954 -0.0111 -0.0057 0.0035 0.01
H 2.7645 0.3865 2.1081 -0.0038 -0.0018 0.0014 0.03
H 2.2305 1.7732 1.1300 -0.0250 0.0013 -0.0066 0.00
Te -4.4312 0.8551 -1.3795 0.1148 -0.2516 -0.2126 0.70
C -5.8057 -0.7341 -1.0926 0.0066 -0.0002 0.0707 -0.69
C -6.3766 -0.9540 0.1582 0.0227 0.0209 0.0322 -0.18
C -7.2856 -1.9843 0.3500 -0.0179 -0.0214 0.0078 -0.10
C -7.6411 -2.8078 -0.7092 0.0039 0.0051 0.0062 -0.11
C -7.0804 -2.5913 -1.9591 -0.0291 -0.0371 -0.0037 -0.10
C -6.1690 -1.5617 -2.1495 0.0297 0.0098 -0.0559 -0.17
H -6.1047 -0.3136 0.9883 -0.0035 0.0046 -0.0039 0.08
H -7.7190 -2.1416 1.3302 -0.0041 -0.0039 0.0009 0.10
H -8.3517 -3.6107 -0.5612 -0.0034 -0.0062 -0.0007 0.10
H -7.3509 -3.2276 -2.7928 -0.0025 -0.0012 -0.0014 0.10
H -5.7319 -1.4052 -3.1275 0.0020 0.0087 0.0026 0.08
```
Positions in Å, forces in eV/Å.